[1]
Density functional theory data (ωB97M-V with the def2-TZVPD basis set) for a molecular structure, C54H49AsN5O2SiTi.

```
113
Properties=species:S:1:pos:R:3:forces:R:3:lowdin_charge:R:1
C -4.36074 2.74629 0.78984 0.013 -0.828 -1.994 -0.104
H -0.66639 -5.29418 2.95873 -0.129 -0.133 -0.212 0.104
H -6.45888 2.28685 0.38588 0.467 0.250 0.015 0.128
H 0.98407 1.71309 3.86818 -2.155 -0.465 0.043 0.141
H 1.67250 -2.26526 -5.60084 0.198 -0.230 0.656 0.072
C -3.77943 -2.49694 -2.04273 -0.254 -1.092 -1.602 -0.026
C 4.30515 -1.90373 -1.77096 2.641 -0.191 1.671 -0.068
C 3.57724 -0.73827 -1.92098 -0.877 0.138 -1.100 -0.241
H 0.73679 -1.28318 4.34972 -0.672 -0.169 0.957 0.094
N -2.22934 -0.56553 -1.00883 1.685 -1.133 0.901 0.026
C 5.68289 0.50422 -1.79167 -2.574 -1.738 0.182 -0.052
C 2.00941 2.26221 0.08187 -2.137 0.016 -0.472 -0.106
C -5.27025 4.78083 2.38448 0.874 0.817 -1.190 -0.055
C 0.94542 -4.92907 -2.54850 -1.097 -2.529 -1.081 -0.118
H 3.87079 -2.87828 -1.74529 -0.485 -0.330 -0.235 0.089
C -2.37876 0.80032 3.31069 1.580 -1.547 -2.083 -0.142
C -5.72219 2.94555 0.85591 -0.136 -0.794 -0.134 -0.003
C 0.21505 3.40011 1.04244 0.519 0.214 0.472 -0.296
C 2.92089 3.14586 0.56240 0.245 0.062 0.533 -0.048
H 2.76086 1.18807 -4.05386 -0.784 -0.095 -0.367 0.069
H -2.67105 3.38075 5.40208 0.025 -0.392 0.193 0.112
H -1.39046 4.25639 -2.89132 -0.505 0.579 -0.335 0.094
C -0.97162 0.77727 3.20294 0.189 -0.692 -0.966 -0.329
N -2.22514 1.98144 0.17831 -0.638 0.155 -0.097 0.034
H 7.41104 -0.74294 -1.35247 0.410 0.722 -0.024 0.107
H 3.79841 1.41899 -2.16970 -0.270 -0.156 0.015 0.091
C 1.32612 -0.51982 -4.25151 0.215 -0.375 0.326 -0.544
H -4.41297 -3.23462 -2.52603 -0.042 0.056 0.085 0.120
C -3.35359 -3.42245 2.09937 0.117 2.810 -1.595 -0.056
C 1.51141 -3.08151 -0.58962 -1.124 -3.464 -3.450 -0.074
C -0.85492 2.54575 4.76905 3.329 1.005 0.989 -0.113
C 2.47703 4.18311 1.37318 -0.586 0.545 0.115 -0.051
H -3.08609 -5.41883 2.82955 -0.836 -0.803 0.110 0.094
C -0.19734 -0.74903 -4.60540 1.602 1.105 0.106 -0.050
C 2.56768 -0.44274 1.63760 -1.391 -0.729 0.265 -0.132
H -3.24334 5.46520 2.53514 0.260 -0.259 -0.082 0.116
H -7.16072 4.20911 1.72695 -0.693 -0.041 0.054 0.105
H 0.95639 -3.49238 -3.98969 0.366 0.693 0.809 0.101
Si 1.76189 -0.92968 -2.42168 -0.182 0.894 -0.176 0.555
H 0.86792 -6.43789 -1.06165 0.207 0.906 0.205 0.124
H 1.69853 -2.41107 0.12103 0.850 2.523 2.993 0.036
H 3.06118 -1.77678 -4.48096 0.218 -0.468 -0.717 0.063
H -0.59049 4.62847 -1.29799 0.193 -0.382 -0.465 0.100
H 6.29832 1.31993 -1.85375 0.757 2.495 -0.292 0.077
H 3.15180 4.89284 1.80021 0.522 0.213 0.185 0.110
C 2.24053 -1.45563 -5.12816 -0.446 1.113 -0.632 -0.079
O -1.29597 1.68042 -2.59074 -0.371 0.673 -0.758 -0.016
C 3.96098 -0.83422 3.52872 1.542 0.731 -1.105 -0.072
H -0.20459 -0.51497 -5.66960 -0.579 -0.227 -0.204 0.087
C 1.12094 -3.64595 -2.90899 0.137 1.691 -0.333 -0.083
H 3.98717 3.01928 0.42967 -0.105 -0.247 -0.313 0.117
H 3.15181 -1.55868 5.30910 -0.203 -0.197 1.056 0.098
C -1.27579 -2.11495 1.95537 -0.470 0.618 0.004 -0.385
C -3.90314 4.72610 2.09828 0.005 -0.607 0.259 0.021
C 3.81920 -0.48802 2.17060 0.253 -0.337 1.314 -0.065
H 2.28943 1.44717 -0.53782 0.290 -0.455 -0.240 0.053
C -0.75229 2.56621 -1.93640 -0.439 -0.400 0.207 -0.341
H 4.69445 -0.33323 1.55428 0.037 -0.010 -0.008 0.108
C 4.26527 0.46090 -1.96617 2.422 1.107 0.185 -0.087
H -0.24026 3.27479 5.41508 -1.007 -1.113 -1.252 0.138
N -1.07434 3.74095 1.43065 -0.914 -0.921 -1.617 0.174
C 1.03778 -5.35764 -1.24894 -0.284 -1.309 0.535 -0.081
H 0.50495 -3.15307 2.52941 -0.345 -0.132 -0.052 0.094
H -4.05661 1.61041 4.23037 -0.622 0.288 0.108 0.107
H -3.27286 -1.44443 1.30985 0.223 0.333 0.076 0.080
H -2.87775 0.17529 2.55279 -0.315 0.274 0.944 0.082
C -2.13419 3.15187 0.94319 1.220 -0.088 0.589 -0.269
C -2.43988 -2.81859 -1.82600 0.360 -0.760 0.942 -0.025
C -3.46545 3.65798 1.28083 -0.320 0.521 1.248 -0.111
C 1.43556 -0.63382 2.47778 1.348 -0.954 0.175 -0.379
C 5.70321 -1.86516 -1.43093 -2.537 -0.333 -1.625 -0.044
C -6.11974 3.99688 1.63478 -1.121 -0.199 0.627 -0.083
H 1.79935 1.19604 -5.60492 0.195 -0.559 1.255 0.106
C 6.35088 -0.65424 -1.50945 0.622 -1.584 0.494 -0.105
C 1.62201 -1.03490 3.83151 0.800 0.422 -1.779 -0.091
C -4.28037 -1.24992 -1.79871 -1.660 -1.434 0.325 -0.003
As -0.32600 -0.43738 1.72600 -0.013 1.478 0.440 1.378
C -0.16801 1.63104 3.94155 1.009 0.288 -0.125 -0.102
C -2.64657 -2.21703 1.72893 -0.880 -1.843 0.844 -0.105
C -3.59101 1.69699 -0.00266 0.759 1.736 1.615 -0.251
N -4.18288 0.76298 -0.62775 -0.108 -0.722 0.020 0.192
C -1.70390 -1.82726 -1.23965 -0.151 1.567 -0.492 -0.119
C -2.65668 -4.50945 2.51184 2.311 -0.416 0.225 -0.083
H -1.96595 -3.82614 -1.96939 -0.779 1.148 -0.008 0.137
H -0.64856 -1.94656 -1.02275 -0.248 0.046 -0.021 0.069
H 0.61222 -5.68620 -3.30505 0.575 0.815 0.588 0.130
C -0.57242 -3.22639 2.35668 -0.112 -1.999 0.412 -0.118
C -2.99418 1.63092 4.14884 0.145 1.869 1.344 -0.067
Ti -0.66491 0.92402 -0.83942 0.711 -0.018 1.538 0.866
C 1.76025 0.95440 -4.48714 -0.409 0.489 -1.322 -0.086
H 5.00267 -0.80853 3.84678 -0.308 -0.370 0.490 0.110
C -0.60445 4.00594 -2.20690 -0.086 -0.774 -0.089 0.020
H 2.62391 -0.91956 -6.03909 -0.007 -0.160 1.039 0.094
N 0.61558 2.35171 0.23860 1.703 1.607 1.997 0.029
H 0.98917 1.67747 -4.15473 0.464 -0.359 0.409 0.063
H -4.43378 -3.37162 1.91833 0.415 -0.443 0.378 0.115
C -2.18849 2.57088 4.85708 -2.724 -0.140 -0.080 -0.087
C 1.28742 -4.44398 -0.26004 0.664 1.531 -0.683 -0.048
C -3.54386 -0.37479 -1.08866 1.398 2.380 -0.565 -0.358
H 0.32128 4.02767 -2.77919 0.398 0.488 0.102 0.108
C -1.24210 -4.46409 2.56892 -0.079 1.851 0.374 -0.039
H 2.49426 -0.47337 0.56050 -0.392 0.663 -0.107 0.062
H -5.74119 5.56232 2.96942 0.456 0.006 0.191 0.113
C 1.14064 4.34072 1.61986 -0.132 -1.410 -0.500 0.007
H 1.41296 -4.74056 0.73989 -0.068 -0.396 1.187 0.086
H 0.75407 5.08936 2.30737 -0.029 -0.155 -0.381 0.121
H -0.84944 -0.03175 -4.09276 0.138 -0.287 -0.079 0.056
C 2.91654 -1.17036 4.35653 -0.747 0.429 -1.460 -0.056
H -5.29662 -0.92943 -1.93222 -0.404 -0.451 -0.316 0.127
H -0.51463 -1.76532 -4.41308 -0.092 -0.185 -0.052 0.061
H 6.22081 -2.81534 -1.36122 0.117 0.202 0.350 0.107
C 1.44264 -2.65497 -1.92351 -0.834 -1.781 -0.825 -0.239
O 0.80582 0.04833 -1.46745 -0.296 0.245 -0.074 -0.393
```
Forces are in eV/Å.

Computed properties:
E_HOMO, eV: -10.54
2S+1: 1
Charge: +1
Orbital gap, hartree: 0.26985

=====

[2]
Density functional theory data (ωB97M-V with the def2-TZVPD basis set) for a molecular structure, C54H53As2NP2PdS.

```
114
Properties=species:S:1:pos:R:3:forces:R:3:mulliken_spin:R:1
C -0.99676 5.41058 -2.35270 0.026 -0.005 0.010 0.001
C -1.59475 4.21317 -1.99531 0.024 -0.008 -0.070 0.009
H 1.70316 4.68298 4.29990 0.004 0.018 0.008 0.001
H -1.50305 3.40172 1.60810 0.023 -0.019 -0.012 0.006
H 3.81139 1.71715 2.06746 0.030 -0.052 -0.005 0.003
H 2.28273 -3.93358 -6.31678 0.008 -0.015 -0.011 0.000
H 1.06727 -1.10366 3.96227 0.002 -0.040 0.026 0.000
C -2.75401 0.91175 -2.24053 -0.114 0.139 0.131 0.017
C 1.82809 -3.14263 -5.73666 -0.006 -0.016 0.034 0.005
C 5.62584 -2.25964 1.23913 0.002 -0.005 -0.007 0.002
C 0.38407 -3.87690 -0.27028 0.052 0.035 0.031 0.040
H 1.26425 -5.68607 -1.00580 0.024 -0.007 -0.016 0.000
H -5.54048 4.08820 2.83175 -0.019 0.023 0.027 0.001
As -0.13888 0.26949 -3.19214 -0.100 -0.157 0.043 0.095
H -0.43031 1.36240 2.66189 0.070 0.045 -0.014 0.016
C 1.71000 -3.27359 -4.35943 -0.011 0.027 -0.029 0.016
H 1.02853 2.78005 -0.36342 -0.131 0.109 -0.125 -0.028
H 2.06560 4.92533 -0.98454 -0.002 0.001 0.000 0.001
H 4.22011 -2.82596 6.59552 -0.004 0.015 0.006 0.000
C 0.00404 3.97092 -6.06180 0.019 0.012 0.000 0.002
C -1.56769 -4.13879 1.12186 0.042 0.010 -0.015 0.009
C -4.38473 2.15311 0.30795 -0.022 0.061 0.078 0.022
C -4.89169 -0.56771 2.14066 0.013 -0.034 -0.035 0.015
H -2.49639 -0.38400 -3.97428 0.032 0.059 0.025 -0.001
H 0.77929 6.60808 -2.25849 0.008 0.008 -0.006 0.000
C 1.69902 3.76201 3.73360 -0.047 -0.006 0.011 0.017
C -3.81911 -0.15669 2.91391 0.052 -0.031 -0.007 -0.001
H -2.01996 -1.11242 -2.44095 -0.034 0.055 -0.095 0.010
H -3.22025 -2.10213 -0.36880 0.017 0.005 -0.006 -0.009
H -3.68780 0.51466 -1.84182 0.045 0.062 0.005 0.001
H 3.08119 -1.38048 -0.80812 -0.020 0.006 0.013 -0.014
C 1.34743 -3.14344 3.28660 0.049 0.017 0.033 0.004
C -0.63503 -3.30949 0.49456 -0.058 -0.137 -0.037 0.029
H 3.64442 -0.53859 3.37323 -0.014 0.053 0.027 -0.001
H -1.56206 6.15237 -2.90005 -0.011 0.012 -0.006 0.001
C -5.28916 2.78389 1.15496 0.034 -0.048 -0.050 -0.010
C 1.69556 1.37079 2.30860 -0.053 0.023 0.101 0.057
C 3.67735 -3.24716 5.75167 0.017 -0.012 0.060 0.000
C -3.38032 -1.53646 0.54344 0.036 -0.022 -0.035 0.009
H 2.07265 -4.16487 -3.86618 0.008 -0.028 0.016 0.000
C 0.32154 5.66518 -1.99156 -0.019 0.003 -0.019 0.002
C -3.02362 2.37008 0.47907 -0.048 -0.245 0.107 0.060
H -4.75936 1.51365 -0.47858 -0.015 0.009 0.022 0.005
H -0.40289 -7.14146 0.09085 0.007 -0.020 -0.005 0.000
H -2.35362 -3.71832 1.73428 -0.023 0.008 -0.002 0.003
H -2.19774 -6.15445 1.46504 -0.022 -0.017 0.014 0.000
C -2.52048 -0.43978 2.50987 -0.038 -0.043 0.029 0.014
H 1.98611 4.27143 -5.29810 0.038 0.025 -0.004 0.000
C 2.88289 2.08143 2.48478 -0.003 0.002 -0.054 0.032
H -1.69148 -0.13564 3.13367 0.010 -0.015 0.019 -0.002
C 0.59002 -1.82026 3.28953 -0.045 0.061 -0.028 0.003
H 5.21461 -2.61533 -0.83515 0.008 -0.008 -0.025 0.001
H 1.70006 -4.81327 4.61497 -0.004 -0.020 -0.003 0.000
H 0.17380 -3.99644 4.89052 -0.004 0.018 0.016 0.000
S 1.92878 -2.89698 6.02166 0.031 0.002 -0.007 0.000
C 1.13186 -2.25381 -3.62019 -0.004 -0.036 0.101 -0.081
C 1.09045 3.66869 -5.25232 -0.032 -0.014 0.035 0.005
H 0.94946 -3.79666 2.50743 -0.025 -0.037 0.044 0.002
N 0.47573 -1.17084 1.96742 0.007 -0.013 0.208 -0.043
C 1.04455 4.72152 -1.27957 0.017 -0.041 -0.025 0.013
H 1.87838 2.36302 -3.75032 -0.018 -0.014 0.013 -0.005
C 0.66072 -1.11091 -4.25645 0.051 -0.009 -0.071 -0.018
H -2.63405 4.03898 -2.25366 0.022 -0.006 0.006 0.000
C -2.29340 -1.14332 1.33074 0.021 0.048 -0.003 0.150
C -1.21051 2.10952 -5.14550 0.008 0.062 -0.021 -0.012
H 6.56676 -2.79202 1.22261 0.018 -0.013 -0.005 0.000
H 0.43883 -0.08059 -6.13867 0.007 0.000 0.021 0.002
C -3.46919 3.80885 2.34750 0.021 0.010 0.015 -0.009
H 2.40113 -2.97794 3.05181 -0.029 0.010 -0.033 0.001
H 5.78633 -1.74292 3.31640 0.020 -0.001 0.009 0.001
C 1.22469 -3.83256 4.64168 0.010 -0.014 -0.019 0.000
H -6.35068 2.63462 1.01087 -0.017 0.000 -0.003 0.000
H -2.98978 1.78187 -2.85804 -0.006 -0.106 -0.052 -0.004
C -4.67197 -1.25534 0.95185 -0.023 0.032 0.030 -0.008
H -1.98420 3.42358 -6.64899 -0.024 0.009 -0.019 0.000
H -5.90129 -0.35602 2.46283 -0.042 0.005 0.011 0.000
H -3.11712 4.46499 3.13269 0.002 0.004 0.005 0.000
C 1.37002 -1.99700 -6.37051 -0.023 0.057 -0.003 0.000
H 0.05377 4.81057 -6.74068 0.007 0.027 -0.020 0.000
C -0.12455 1.81410 -4.32875 0.063 0.015 0.053 0.004
C -4.83317 3.60068 2.17600 0.011 -0.006 0.001 0.021
C 0.50944 3.06921 3.54398 0.030 0.011 -0.002 -0.002
H -0.41246 3.45035 3.96316 -0.018 0.004 0.001 0.001
C 5.18890 -1.66853 2.41808 -0.041 0.035 -0.007 0.003
H 3.84932 -4.32190 5.73453 0.002 -0.027 0.007 0.000
H 4.05818 -2.80029 4.83516 -0.034 0.009 -0.040 0.000
H -3.98953 0.37548 3.83913 0.001 0.026 0.031 0.000
H -5.50967 -1.58418 0.35203 -0.023 -0.007 -0.016 0.000
C -0.85971 3.25359 -1.30447 -0.205 0.017 -0.024 0.029
H 1.04585 -2.34679 -2.54093 -0.023 0.017 -0.109 0.059
C 0.47048 -5.25066 -0.41525 -0.005 0.036 0.012 0.002
P 1.59974 -0.10803 1.28938 -0.145 0.341 -0.131 0.313
C -1.47788 -5.51446 0.97486 0.019 0.036 -0.003 -0.001
C -2.02169 -0.17851 -3.01289 -0.115 -0.085 -0.028 -0.012
C 0.78740 -0.97370 -5.63494 0.002 -0.064 -0.017 0.008
C -1.14323 3.19422 -6.00967 -0.026 -0.045 0.021 0.002
C 4.86584 -2.16315 0.08260 0.018 -0.003 0.005 0.027
C 3.21755 -0.88018 1.28407 0.034 -0.032 -0.008 -0.105
H 3.80363 3.81710 3.33434 0.008 -0.003 -0.002 0.000
C 3.66427 -1.47242 0.10399 0.015 0.028 -0.024 0.015
H 1.46838 -1.89567 -7.44242 0.001 0.000 -0.019 0.000
P -0.63009 -1.52999 0.74873 -0.058 0.088 -0.102 0.085
C 0.45502 3.50972 -0.94131 0.187 -0.130 0.182 0.076
As -1.71806 1.62289 -0.71755 0.476 0.019 -0.324 0.201
C 0.50435 1.88918 2.82121 -0.014 -0.067 0.072 0.000
C -0.46518 -6.06801 0.20473 -0.001 -0.037 0.001 0.010
C -2.56140 3.19948 1.49865 -0.064 0.065 -0.002 0.022
H -2.10612 1.50054 -5.13329 0.009 -0.009 0.013 0.000
H -0.41854 -1.97788 3.68107 -0.036 -0.017 -0.049 -0.003
H 1.13490 -3.24184 -0.72586 0.001 0.009 0.014 0.040
C 1.02717 2.59155 -4.38186 0.010 0.074 0.015 0.032
C 3.98695 -0.98055 2.44588 0.009 -0.039 -0.018 0.006
Pd 0.37630 0.11426 -0.73635 0.053 -0.111 0.136 0.741
C 2.87892 3.27387 3.19518 0.028 -0.025 -0.022 -0.009
```
Forces are in eV/Å.

Computed properties:
E_HOMO (spin up / spin down), eV: -12.34 / -12.35
2S+1: 3
<S²>: 2.01
Charge: +2
Energy relative to the best compared isomer or geometry (same formula, charge and spin), eV: 0.000
Orbital gap (spin up / spin down), hartree: 0.28994 / 0.18599

=====

Asked for DFT total energy across the records above, the calculation gives -5886.06602 -7824.17328 Ha in order.